C3H3Cl3NO2 | ωB97M-V/def2-TZVPD

The geometry in XYZ format:
```
12
Properties=species:S:1:pos:R:3
C -2.357 1.878 -0.389
C 0.607 -1.084 -0.237
C 1.792 -0.738 0.605
N 2.026 -0.015 1.632
O -3.445 2.335 -0.509
O -1.246 1.793 0.028
Cl -2.418 0.235 -1.865
Cl 3.047 -1.871 0.305
Cl 0.847 1.132 2.061
H 0.105 -0.246 -0.560
H -0.170 -1.823 0.031
H 1.213 -1.596 -1.103
```

Results
**Total charge**: -1
**M**: 191.42 u
**Electronic energy**: -46313.357 eV
**LUMO energy**: 2.9 eV
**Max |F|**: 3.78 eV/A
**Energy above the lowest of the compared OMol25 structures with the same formula, charge and spin**: 10.7 kJ/mol
**Orbital gap**: 0.28992 Ha

C3H3Cl3O | ωB97M-V/def2-TZVPD

The geometry in XYZ format:
```
10
Properties=species:S:1:pos:R:3
C 0.674 -1.861 -0.090
C 0.497 -0.561 0.085
C -0.765 1.303 -0.047
O -0.688 0.023 -0.365
Cl -2.386 1.920 -0.367
Cl 0.428 2.285 -0.894
Cl -0.438 1.595 1.687
H 1.520 -2.461 0.194
H -0.008 -2.525 -0.683
H 1.166 0.282 0.480
```

Results
**M**: 161.42 u
**Electronic energy**: -42772.794 eV
**LUMO energy**: 0.6 eV
**Max |F|**: 2.39 eV/A
**Energy above the lowest of the compared OMol25 structures with the same formula, charge and spin**: 114.6 kJ/mol
**SMILES**: C=COC(Cl)(Cl)Cl
**Orbital gap**: 0.39102 Ha

C3H3Cl5S | ωB97M-V/def2-TZVPD

The geometry in XYZ format:
```
12
Properties=species:S:1:pos:R:3
C -0.066 0.182 0.008
C 1.347 -0.508 0.185
C 2.684 0.605 -0.077
S 1.651 -1.782 -1.011
Cl 1.580 -1.221 1.772
Cl 2.541 1.976 0.963
Cl 2.433 1.075 -1.814
Cl 4.172 -0.254 0.139
Cl 1.100 -3.466 -0.092
H -0.875 -0.451 -0.142
H -0.313 0.926 0.735
H -0.047 0.509 -1.041
```

Results
**M**: 248.39 u
**Electronic energy**: -76605.988 eV
**LUMO energy**: 0.0 eV
**Max |F|**: 3.31 eV/A
**Energy above the lowest of the compared OMol25 structures with the same formula, charge and spin**: 0.0 kJ/mol
**SMILES**: C[C@@](Cl)(SCl)C(Cl)(Cl)Cl
**Orbital gap**: 0.33861 Ha

C3H3ClFN | ωB97M-V/def2-TZVPD

The geometry in XYZ format:
```
9
Properties=species:S:1:pos:R:3
C -0.456 -0.763 0.224
C 0.724 0.299 0.198
C -0.089 1.425 -0.577
H -1.095 -0.783 -0.794
H 1.066 0.363 1.103
H 1.429 -0.213 -0.459
N -0.328 2.317 -1.340
F -1.265 -0.217 1.102
Cl 0.015 -2.428 0.542
```

Results
**M**: 107.52 u
**Electronic energy**: -19887.627 eV
**LUMO energy**: 0.6 eV
**Max |F|**: 9.46 eV/A
**Energy above the lowest of the compared OMol25 structures with the same formula, charge and spin**: 150.0 kJ/mol
**SMILES**: N#CC[C@H](F)Cl
**Orbital gap**: 0.44534 Ha

C3H3ClFNO2 | ωB97M-V/def2-TZVPD

The geometry in XYZ format:
```
11
Properties=species:S:1:pos:R:3
C -0.351 0.433 0.616
C 0.168 -1.006 0.559
C 0.704 -1.727 -0.411
H -1.082 2.487 0.564
H 0.317 1.008 -1.287
H 0.107 -1.543 1.478
N -0.138 1.222 -0.433
O -0.854 2.478 -0.415
O -0.995 0.832 1.595
F 1.074 -3.003 -0.287
Cl 1.049 -1.180 -1.979
```

Results
**M**: 139.51 u
**Electronic energy**: -23982.425 eV
**LUMO energy**: 0.5 eV
**Max |F|**: 2.28 eV/A
**Energy above the lowest of the compared OMol25 structures with the same formula, charge and spin**: 223.5 kJ/mol
**SMILES**: O=C(/C=C(/F)Cl)NO
**Orbital gap**: 0.38019 Ha

C3H3ClFNO3 | ωB97M-V/def2-TZVPD

The geometry in XYZ format:
```
12
Properties=species:S:1:pos:R:3
C 0.921 0.292 -1.011
C 1.030 -1.106 -0.755
C 2.209 1.210 -0.005
N 3.607 0.772 -0.286
O 0.109 1.038 -1.440
O 4.132 1.263 -1.261
O 4.023 -0.158 0.399
F 1.907 0.814 1.203
Cl 2.151 2.975 -0.224
H 1.686 -1.562 -1.407
H -0.012 -1.739 -0.842
H 1.550 -1.208 0.141
```

Results
**M**: 155.51 u
**Electronic energy**: -26027.432 eV
**LUMO energy**: -0.5 eV
**Max |F|**: 4.53 eV/A
**Energy above the lowest of the compared OMol25 structures with the same formula, charge and spin**: 62.5 kJ/mol
**SMILES**: CC(=O)[C@](F)(Cl)[N+](=O)[O-]
**Orbital gap**: 0.36528 Ha

C3H3ClI2O | ωB97M-V/def2-TZVPD

The geometry in XYZ format:
```
10
Properties=species:S:1:pos:R:3
C -1.010 -2.488 2.938
C -0.314 0.057 -0.097
C -1.726 -0.241 0.222
O -0.074 -3.036 2.471
Cl -1.144 -1.843 4.525
I -2.791 -1.608 -0.925
I -2.766 0.934 1.588
H -0.114 -0.050 -1.164
H 0.352 -0.641 0.425
H -0.045 1.066 0.215
```

Results
**M**: 344.32 u
**Electronic energy**: -33927.328 eV
**LUMO energy (spin up / spin down)**: -0.4 / -1.4 eV
**Max |F|**: 2.32 eV/A
**Energy above the lowest of the compared OMol25 structures with the same formula, charge and spin**: 273.7 kJ/mol
**Orbital gap (spin up / spin down)**: 0.33227 / 0.23342 Ha

C3H3ClN2 | ωB97M-V/def2-TZVPD

The geometry in XYZ format:
```
9
Properties=species:S:1:pos:R:3
C 0.280 0.038 -0.077
C -0.675 1.141 -0.092
C -0.516 -1.069 -0.021
H -0.550 2.177 -0.004
H -2.549 -1.189 0.206
H -0.266 -2.154 -0.149
N -1.907 0.688 0.083
N -1.764 -0.631 -0.010
Cl 2.031 0.007 0.034
```

Results
**M**: 102.52 u
**Electronic energy**: -18661.329 eV
**LUMO energy**: 0.9 eV
**Max |F|**: 2.44 eV/A
**Energy above the lowest of the compared OMol25 structures with the same formula, charge and spin**: 63.6 kJ/mol
**SMILES**: Clc1cn[nH]c1
**Orbital gap**: 0.37581 Ha